Here is a structure of composition C6H14F4N2O2Pt in a non-equilibrium geometry from OMol25. Energies are from wB97M-V/def2-TZVPD.

Properties
LUMO level (spin up / spin down): 0.098 / 0.073 Eh
ΔE to the lowest compared entry with this formula, charge and spin: 0.0 kJ/mol
multiplicity: 4
Kohn-Sham gap (spin up / spin down): 7.55 / 7.57 eV
calculated total energy: -1015.663110 Ha
total charge: -1

Atoms and positions in Å:
Pt: -1.096 1.311 -0.678
F: -0.987 3.538 -0.671
F: -1.984 1.769 -2.702
F: -3.128 1.348 0.287
F: 0.997 1.233 -1.285
C: -0.450 -1.861 -1.453
O: -1.177 -0.960 -0.993
N: -0.829 -2.866 -2.306
C: -2.294 -3.020 -2.423
C: -0.037 -3.836 -3.016
H: 0.594 -2.074 -1.177
H: -2.718 -4.024 -2.408
H: -2.623 -2.441 -3.286
H: -2.809 -2.638 -1.541
H: 0.968 -3.862 -2.596
H: -0.478 -4.820 -2.856
H: -0.063 -3.686 -4.095
C: 0.057 1.908 2.359
O: -0.354 1.001 1.637
N: 1.306 2.233 2.696
C: 1.691 3.288 3.613
C: 2.466 1.427 2.188
H: -0.611 2.644 2.833
H: 2.023 4.192 3.103
H: 2.482 2.893 4.250
H: 0.948 3.565 4.360
H: 2.047 0.741 1.451
H: 3.136 2.142 1.711
H: 2.922 0.854 2.996

---

Here is a structure of composition C6H14HgO4 in a non-equilibrium geometry from OMol25. Energies are from wB97M-V/def2-TZVPD.

Properties
LUMO level (spin up / spin down): 0.123 / 0.120 Eh
ΔE to the lowest compared entry with this formula, charge and spin: 0.0 kJ/mol
multiplicity: 2
Kohn-Sham gap (spin up / spin down): 5.21 / 6.76 eV
calculated total energy: -691.147357 Ha
total charge: -1

Atoms and positions in Å:
C: -0.916 3.012 -1.148
O: -0.917 2.264 0.028
C: -2.039 1.352 0.132
C: -1.780 0.421 1.301
O: -1.068 -0.739 0.851
C: 0.947 -0.583 0.650
C: 1.280 -0.852 -0.806
O: 0.285 -0.267 -1.638
C: 0.647 -0.157 -3.002
Hg: -1.753 -0.437 -1.088
H: 0.000 3.619 -1.171
H: -0.919 2.362 -2.042
H: -1.786 3.692 -1.200
H: -2.942 1.964 0.319
H: -2.737 0.124 1.770
H: -1.182 0.915 2.096
H: 0.882 -1.586 1.109
H: 0.816 0.510 0.733
H: 1.319 -1.938 -0.996
H: 2.254 -0.407 -1.059
H: -0.208 0.283 -3.529
H: 1.537 0.484 -3.097
H: 0.853 -1.151 -3.428
O: 2.623 -0.447 1.478
H: 2.949 0.453 1.304

---

Here is a structure of composition C6H14LuMgO4 in a non-equilibrium geometry from OMol25. Energies are from wB97M-V/def2-TZVPD.

Properties
LUMO level (spin up / spin down): -0.608 / -0.609 Eh
ΔE to the lowest compared entry with this formula, charge and spin: 102.5 kJ/mol
multiplicity: 2
Kohn-Sham gap (spin up / spin down): 5.44 / 6.54 eV
calculated total energy: -1971.790111 Ha
total charge: +4

Atoms and positions in Å:
O: 3.645 0.205 2.481
Lu: 5.284 -0.528 3.710
C: 3.315 1.549 2.155
H: 2.425 1.988 2.624
H: 2.744 1.405 1.020
H: 4.178 2.222 2.154
O: 1.460 0.590 -0.265
C: 1.731 -0.725 -0.101
C: 0.618 -1.692 -0.427
O: -0.610 -0.971 -0.308
C: -1.780 -1.550 -0.877
C: -2.859 -0.500 -0.768
O: -2.321 0.744 -1.244
C: -3.310 1.763 -1.413
Mg: -0.349 0.966 -0.886
H: 3.038 -0.428 1.655
H: 2.684 -1.053 -0.547
H: 0.610 -2.567 0.237
H: 0.707 -2.069 -1.462
H: -2.072 -2.454 -0.327
H: -1.584 -1.814 -1.928
H: -3.179 -0.362 0.275
H: -3.724 -0.782 -1.382
H: -2.795 2.678 -1.721
H: -4.020 1.454 -2.189
H: -3.836 1.930 -0.464

---

Here is a structure of composition C6H14MgO4Sn in a non-equilibrium geometry from OMol25. Energies are from wB97M-V/def2-TZVPD.

Properties
LUMO level (spin up / spin down): -0.456 / -0.460 Eh
ΔE to the lowest compared entry with this formula, charge and spin: 0.0 kJ/mol
multiplicity: 2
Kohn-Sham gap (spin up / spin down): 6.80 / 8.03 eV
calculated total energy: -951.141642 Ha
total charge: +3

Atoms and positions in Å:
O: 2.629 -0.155 2.390
Sn: 3.781 -0.828 3.597
C: 2.438 1.182 1.995
H: 1.487 1.628 2.315
H: 1.888 0.996 0.742
H: 3.329 1.806 2.118
O: 1.016 0.249 -0.383
C: 1.241 -1.073 -0.119
C: 0.101 -2.013 -0.422
O: -1.102 -1.260 -0.252
C: -2.312 -1.822 -0.751
C: -3.362 -0.747 -0.599
O: -2.823 0.478 -1.120
C: -3.797 1.518 -1.253
Mg: -0.833 0.661 -0.867
H: 2.053 -0.820 1.432
H: 2.201 -1.450 -0.503
H: 0.098 -2.889 0.241
H: 0.148 -2.381 -1.462
H: -2.593 -2.712 -0.172
H: -2.178 -2.103 -1.806
H: -3.623 -0.590 0.457
H: -4.264 -1.018 -1.164
H: -3.277 2.417 -1.595
H: -4.549 1.216 -1.993
H: -4.277 1.703 -0.284

---

Here is the molecule C6H14N2 in a non-equilibrium geometry from OMol25. Energies are from wB97M-V/def2-TZVPD.

Properties
LUMO level: 0.033 Eh
ΔE to the lowest compared entry with this formula, charge and spin: 347.6 kJ/mol
SMILES: CN/C=C(\C)N(C)C
Kohn-Sham gap: 8.85 eV
calculated total energy: -346.394761 Ha

Atoms and positions in Å:
C: 1.264 -2.836 -1.119
N: 0.024 -2.098 -1.059
C: -0.265 -1.147 0.193
C: -0.166 0.055 -0.248
C: -0.053 0.912 -1.444
N: -0.512 0.766 1.252
C: 0.615 1.548 1.701
C: -1.731 1.539 1.181
H: 1.512 -3.198 -0.120
H: 1.149 -3.711 -1.766
H: 2.128 -2.269 -1.500
H: -0.279 -1.766 -1.967
H: -0.165 -1.681 1.116
H: -0.982 0.913 -2.018
H: 0.160 1.938 -1.141
H: 0.743 0.542 -2.093
H: 1.506 0.919 1.728
H: 0.825 2.430 1.068
H: 0.430 1.926 2.713
H: -1.661 2.416 0.514
H: -2.542 0.900 0.832
H: -1.998 1.904 2.179

---

Here is a structure of composition C6H14N2 in a non-equilibrium geometry from OMol25. Energies are from wB97M-V/def2-TZVPD.

Properties
LUMO level: 0.034 Eh
ΔE to the lowest compared entry with this formula, charge and spin: 441.7 kJ/mol
Kohn-Sham gap: 8.27 eV
calculated total energy: -346.358918 Ha

Atoms and positions in Å:
C: -0.363 0.565 -0.363
C: -2.385 -0.828 -0.513
C: 1.849 1.698 0.733
C: 2.403 -0.112 -0.709
N: 1.421 0.890 -0.389
C: -0.537 -0.773 0.024
N: -3.248 0.068 0.163
C: -0.035 -1.816 0.648
H: -3.749 -0.327 0.950
H: -3.337 0.975 -0.280
H: -0.591 0.841 -1.390
H: -0.719 1.279 0.379
H: -2.602 -1.860 -0.238
H: -2.477 -0.750 -1.595
H: 1.103 2.462 0.983
H: 3.344 0.350 -1.054
H: 2.026 1.095 1.644
H: 2.774 2.259 0.523
H: 2.061 -0.757 -1.525
H: 2.702 -0.737 0.151
H: -0.617 -2.716 0.822
H: 0.979 -1.805 1.036